ORCA calculation (wB97M-V/def2-TZVPD) on 11 unconnected molecules or ions with the total composition C42H97F8N3O16S.

Output
- HOMO-LUMO gap (hartree) = 0.3308

```
! wB97M-V def2-TZVPD RIJCOSX def2/J DEFGRID3
* xyz 0 1
H 5.24390 0.98868 -3.95946
N 5.24089 1.87066 -4.47431
C 4.29013 1.87561 -5.30621
N 4.04291 3.04113 -6.11809
N 3.44221 0.76730 -5.52676
C 2.11550 1.03824 -6.08934
C 1.14680 -0.07254 -5.67740
C 0.57962 0.15216 -4.27327
C 0.03881 -1.13827 -3.64619
C -0.25532 -1.07310 -2.12951
C -1.78467 -0.97757 -1.92807
O -2.23676 0.13179 -2.71074
C -2.88630 1.12840 -2.09323
F -3.84506 0.67549 -1.27490
F -3.44858 1.88005 -3.02095
F -2.08519 1.88818 -1.36415
O 0.32103 0.13969 -1.57080
S 0.45933 0.01818 0.00501
O 1.63784 0.68532 0.40535
O -0.78237 0.28631 0.64956
O 0.66158 -1.55633 0.02140
C 0.39282 -2.20948 -1.24629
C -0.60961 -3.36504 -1.03971
C -0.21896 -4.65865 -0.30646
C -0.20186 -4.44956 1.22477
C 0.97597 -5.08100 1.99768
C 1.93544 -4.06937 2.64571
C 1.27924 -2.95946 3.46524
C 2.31217 -1.96916 4.06573
C 2.15963 -0.51499 3.56117
C 1.62483 0.47277 4.60831
C 0.08314 0.53093 4.70964
O -0.42571 1.84837 4.49483
C -0.58331 2.09704 3.11130
C 1.79127 -2.76088 -1.67361
F 1.60837 -3.66973 -2.66260
F 2.29936 -3.39330 -0.61090
C 2.94757 -1.83275 -2.16592
F 2.80039 -1.51409 -3.44693
F 4.09958 -2.48299 -2.03841
F 3.00997 -0.71650 -1.46151
H 3.96210 3.84234 -5.49562
H 4.90430 3.20646 -6.63715
H 3.91309 0.08564 -6.11697
H 2.14031 1.14855 -7.17741
H 1.76453 1.98895 -5.67535
H 1.67273 -1.03467 -5.70360
H 0.33309 -0.12192 -6.41194
H -0.24160 0.87436 -4.33082
H 1.35759 0.58820 -3.63999
H -0.90524 -1.39099 -4.14057
H 0.72071 -1.96213 -3.86732
H -2.27119 -1.86166 -2.34157
H -2.07117 -0.87105 -0.88279
H -1.02040 -3.61078 -2.02423
H -1.40656 -2.91958 -0.43425
H -0.99752 -5.38362 -0.57070
H 0.71827 -5.08574 -0.65793
H -1.14401 -4.83978 1.61957
H -0.23157 -3.37511 1.41759
H 0.58447 -5.74174 2.77958
H 1.55765 -5.71269 1.31549
H 2.56958 -3.60540 1.87924
H 2.61777 -4.61632 3.31134
H 0.68099 -3.39580 4.27637
H 0.57691 -2.38566 2.85245
H 3.31514 -2.33547 3.81693
H 2.23109 -2.01150 5.15751
H 1.48015 -0.50963 2.69902
H 3.13395 -0.15455 3.21480
H 1.98385 1.48535 4.40016
H 2.03148 0.20449 5.59023
H -0.34998 -0.15011 3.95985
H -0.22487 0.21053 5.70875
H 0.32706 1.85271 2.54422
H -1.41233 1.51118 2.69128
H -0.79220 3.16362 2.98883
C -4.83123 -5.52420 -0.58996
C -4.26914 -5.49080 0.81798
O -3.58859 -4.27265 1.10335
H -4.03522 -5.37673 -1.32140
H -5.31704 -6.47918 -0.79352
H -5.57150 -4.73318 -0.73122
H -3.52356 -6.27513 0.95102
H -5.06362 -5.66106 1.55173
H -4.21748 -3.54769 1.01819
C -1.98759 2.65489 8.90193
C -1.47782 2.00731 7.62868
O -0.74609 0.80796 7.89655
H -1.15902 2.90107 9.56569
H -2.52585 3.57594 8.67669
H -2.66544 1.98191 9.43497
H -0.78866 2.67029 7.10764
H -2.30386 1.79230 6.94388
H -1.34687 0.19815 8.33782
C -2.52164 6.99185 8.50640
C -1.34039 6.81934 9.44207
O -0.50337 5.73018 9.06878
H -3.11812 6.07959 8.47186
H -3.16067 7.81306 8.83394
H -2.18297 7.21244 7.49132
H -1.68118 6.58929 10.45134
H -0.75748 7.74557 9.49194
H -0.16740 5.90116 8.18194
C -6.24094 2.71699 -4.51943
C -7.07311 2.78431 -5.78438
O -6.97113 1.58939 -6.55680
H -5.19634 2.53095 -4.76374
H -6.30749 3.64926 -3.95693
H -6.58650 1.90759 -3.87119
H -6.72043 3.58103 -6.43808
H -8.12195 2.98884 -5.54484
H -7.28278 0.86012 -6.01003
C 4.78510 -2.02438 -9.76736
C 4.79534 -1.64349 -8.30100
O 3.52674 -1.15662 -7.86021
H 4.49263 -1.17028 -10.37833
H 5.77263 -2.36031 -10.08620
H 4.07703 -2.83553 -9.95393
H 5.49190 -0.82437 -8.12567
H 5.10619 -2.49390 -7.68471
H 2.86865 -1.84590 -8.00130
C -1.21231 4.36390 0.53105
C -0.63988 5.74991 0.75081
O -1.01545 6.30269 2.00932
H -2.30056 4.38530 0.60127
H -0.93282 3.97683 -0.44882
H -0.83824 3.66643 1.28448
H -1.02040 6.44693 0.00442
H 0.45157 5.72889 0.65926
H -0.68393 5.71868 2.69978
C -7.66561 -1.85982 -8.66993
C -8.07802 -2.35503 -7.29771
O -6.95488 -2.69001 -6.48628
H -7.06433 -2.61432 -9.17806
H -8.53781 -1.63398 -9.28466
H -7.06703 -0.94961 -8.58462
H -8.66611 -3.26829 -7.37992
H -8.69717 -1.60499 -6.79245
H -6.40317 -1.90463 -6.40410
C 2.79054 4.40871 8.58278
C 2.27965 4.04071 7.20232
O 2.59318 2.70623 6.84333
H 3.87049 4.26425 8.63437
H 2.56284 5.44774 8.82369
H 2.32274 3.78280 9.34524
H 2.74847 4.66411 6.44024
H 1.19479 4.19948 7.14045
H 2.16941 2.11316 7.47548
C 8.58651 0.89481 -5.88059
C 7.39793 0.46276 -6.71270
O 6.90244 1.50426 -7.55217
H 8.31665 1.75703 -5.27066
H 8.91389 0.08861 -5.22278
H 9.42827 1.17315 -6.51993
H 6.56072 0.20322 -6.06517
H 7.64189 -0.41694 -7.32037
H 7.60653 1.76673 -8.15468
C -0.28006 -4.42805 8.15009
C 0.44911 -3.88660 6.93477
O 1.68891 -3.27600 7.27536
H -0.45556 -3.63029 8.87266
H -1.23983 -4.86338 7.86783
H 0.31152 -5.20349 8.64271
H -0.13923 -3.10738 6.45063
H 0.61155 -4.68797 6.20522
H 2.24425 -3.93994 7.69764
*
```